(1)
{
  "formula": "C23H41ErN2P3Se",
  "method": "the ωB97M-V functional and the def2-TZVPD basis",
  "species": ["Er", "P", "P", "P", "H", "C", "C", "H", "C", "C", "C", "C", "C", "C", "C", "C", "C", "H", "H", "H", "H", "H", "H", "H", "H", "H", "H", "H", "H", "H", "H", "H", "H", "H", "H", "H", "H", "H", "H", "H", "H", "H", "H", "H", "H", "H", "C", "C", "C", "C", "C", "C", "Se", "H", "H", "H", "H", "H", "H", "N", "C", "C", "C", "C", "C", "N", "C", "H", "H", "H", "H"],
  "positions_angstrom": [[0.01, -0.58, -0.38], [2.87, -0.27, -0.09], [-1.34, 0.87, 2.34], [-0.39, 2.15, -0.84], [-0.19, -2.57, -4.52], [0.74, -2.16, -4.93], [1.77, -1.80, -4.12], [1.70, -1.95, -3.04], [3.88, -1.55, 0.65], [2.13, 0.71, 1.27], [4.11, 0.86, -0.79], [-3.13, 1.26, 2.50], [-1.17, -0.09, 3.93], [-0.62, 2.45, 2.98], [0.08, 2.52, -2.57], [0.50, 3.57, -0.08], [-2.11, 2.77, -0.80], [0.75, -2.02, -6.02], [2.73, -1.44, -4.56], [4.08, -2.32, -0.09], [3.36, -1.99, 1.50], [4.84, -1.13, 0.98], [1.29, 0.22, 1.79], [1.79, 1.72, 0.99], [2.95, 0.77, 2.00], [4.53, 0.47, -1.73], [4.92, 0.94, -0.04], [3.68, 1.85, -0.99], [-3.26, 1.62, 3.53], [-3.73, 0.36, 2.33], [-3.45, 2.03, 1.80], [-1.78, 0.44, 4.68], [-0.14, -0.15, 4.30], [-1.56, -1.11, 3.80], [-1.07, 2.63, 3.96], [-0.83, 3.30, 2.33], [0.47, 2.34, 3.09], [-0.22, 3.57, -2.71], [-0.44, 1.89, -3.30], [1.17, 2.43, -2.70], [0.25, 4.42, -0.72], [1.59, 3.40, -0.12], [0.19, 3.78, 0.95], [-2.15, 3.58, -1.54], [-2.41, 3.16, 0.18], [-2.81, 1.98, -1.10], [-2.57, -0.84, -1.90], [-1.41, -1.12, -2.69], [-1.21, -0.35, -3.85], [-2.25, 0.37, -4.43], [-3.45, 0.55, -3.73], [-3.57, -0.03, -2.46], [-2.65, -1.21, 0.00], [1.88, -0.83, -1.14], [-0.70, -1.93, -2.39], [-0.24, -0.37, -4.39], [-2.07, 0.78, -5.43], [-4.25, 1.15, -4.15], [-4.44, 0.16, -1.86], [2.04, -2.99, 5.94], [1.45, -3.04, 4.93], [0.72, -3.09, 3.66], [-0.17, -4.12, 3.36], [-0.73, -4.18, 2.10], [-0.32, -3.24, 1.13], [0.39, -2.12, 1.45], [0.92, -2.08, 2.71], [-0.38, -4.86, 4.15], [-1.46, -4.96, 1.83], [-0.61, -3.37, 0.08], [1.51, -1.21, 3.00]],
  "s2": 3.7547,
  "multiplicity": 4,
  "total_charge": 3,
  "homo_lumo_gap_ev": [5.3, 5.3]
}


(2)
{
  "formula": "C23H41F5OP2PtTe",
  "method": "the ωB97M-V functional and the def2-TZVPD basis",
  "species": ["Pt", "C", "C", "C", "C", "C", "C", "H", "H", "H", "C", "H", "H", "H", "C", "H", "H", "H", "C", "H", "H", "H", "C", "H", "H", "H", "C", "C", "C", "C", "C", "C", "C", "C", "H", "H", "H", "H", "H", "H", "H", "H", "H", "H", "H", "H", "P", "C", "C", "P", "C", "C", "C", "H", "H", "H", "H", "H", "H", "H", "H", "H", "H", "H", "H", "H", "H", "F", "Te", "F", "F", "F", "F", "O"],
  "positions_angstrom": [[0.82, -1.14, -0.09], [-0.85, -1.88, 2.69], [0.46, -1.99, 2.00], [0.67, -0.78, 4.01], [-0.71, -1.12, 3.85], [1.38, -1.34, 2.95], [-2.09, -2.60, 2.35], [-1.96, -3.18, 1.43], [-2.94, -1.91, 2.23], [-2.37, -3.31, 3.15], [-1.77, -0.83, 4.85], [-2.72, -1.28, 4.58], [-1.93, 0.25, 4.94], [-1.49, -1.18, 5.85], [1.24, -0.03, 5.15], [1.26, -0.65, 6.06], [0.66, 0.87, 5.39], [2.26, 0.28, 4.95], [2.84, -1.36, 2.86], [3.31, -1.88, 3.72], [3.26, -0.33, 2.86], [3.16, -1.86, 1.95], [0.85, -3.38, 1.55], [0.96, -4.09, 2.40], [1.80, -3.35, 0.99], [0.11, -3.79, 0.85], [-1.59, 1.08, -3.67], [-1.81, -0.23, -3.93], [-1.03, -1.08, -4.84], [0.50, -0.84, -4.81], [1.05, -0.32, -3.52], [1.41, 0.97, -3.36], [0.78, 2.09, -4.18], [-0.76, 2.03, -4.47], [-1.36, -0.94, -5.88], [0.76, -0.13, -5.61], [-1.25, -2.13, -4.61], [-0.90, 1.85, -5.56], [-2.26, 1.58, -2.96], [-2.73, -0.69, -3.55], [-1.14, 3.06, -4.28], [1.01, 3.05, -3.71], [2.42, 1.28, -3.02], [1.28, 2.13, -5.15], [1.00, -1.80, -5.04], [1.20, -1.08, -2.77], [-1.55, 0.59, -0.23], [-3.19, 1.31, -0.38], [-1.82, -1.07, -0.88], [1.64, 0.71, -0.95], [-0.17, 1.41, -1.04], [3.23, -0.35, -1.25], [2.53, 1.93, 0.05], [-3.28, 2.16, 0.32], [-3.88, 0.51, -0.06], [-3.36, 1.59, -1.42], [-1.16, -1.29, -1.72], [-2.82, -1.03, -1.34], [-1.82, -1.91, -0.18], [2.56, 2.86, -0.54], [3.56, 1.60, 0.25], [2.02, 2.11, 1.01], [-0.13, 2.47, -0.82], [-0.38, 1.33, -2.10], [3.80, -0.36, -0.31], [3.84, 0.12, -2.04], [2.98, -1.39, -1.51], [1.06, 2.04, 2.80], [-0.80, 2.69, 2.41], [0.01, 3.55, 0.77], [-0.41, 4.36, 3.17], [-1.37, 2.04, 4.22], [-2.64, 3.42, 1.89], [-1.26, 0.63, 1.30]],
  "s2": 6.0308,
  "multiplicity": 5,
  "total_charge": 2,
  "homo_lumo_gap_ev": [6.3, 5.9]
}


(3)
{
  "formula": "C23H41KN3NbO2",
  "method": "the ωB97M-V functional and the def2-TZVPD basis",
  "species": ["N", "C", "O", "K", "Nb", "N", "N", "C", "C", "C", "C", "C", "C", "C", "C", "H", "H", "H", "H", "H", "H", "H", "H", "H", "H", "H", "H", "H", "H", "H", "H", "H", "H", "C", "H", "H", "H", "C", "H", "H", "H", "C", "C", "C", "C", "C", "C", "C", "C", "C", "C", "C", "C", "O", "H", "H", "H", "H", "H", "H", "H", "H", "H", "H", "H", "H", "H", "H", "H", "H", "H"],
  "positions_angstrom": [[1.86, 0.07, -0.25], [2.55, 0.05, 0.77], [3.21, 0.04, 1.75], [1.03, 0.28, -3.99], [-0.12, -0.14, -0.84], [-0.59, -1.28, -2.50], [0.03, 1.50, -2.06], [-0.23, -2.66, -2.14], [0.77, 2.80, -2.29], [0.95, -3.09, -3.03], [-1.40, -3.63, -2.32], [0.17, -2.57, -0.69], [0.37, 3.38, -3.66], [0.38, 3.82, -1.22], [2.28, 2.53, -2.27], [0.69, -3.03, -4.10], [1.22, -4.13, -2.80], [1.85, -2.47, -2.85], [-2.29, -3.27, -1.79], [-1.14, -4.61, -1.91], [-1.65, -3.77, -3.38], [1.13, -2.00, -0.59], [0.35, -3.54, -0.21], [-0.68, -2.09, -0.10], [0.77, 2.82, -4.53], [0.80, 4.39, -3.74], [-0.71, 3.48, -3.76], [-0.66, 4.13, -1.33], [1.01, 4.73, -1.33], [0.53, 3.43, -0.21], [2.57, 1.83, -1.48], [2.80, 3.48, -2.07], [2.68, 2.18, -3.24], [-1.47, 1.61, -1.96], [-1.91, 0.77, -1.33], [-1.78, 2.55, -1.47], [-1.95, 1.55, -2.95], [-1.38, -1.14, -3.75], [-2.30, -1.73, -3.68], [-1.70, -0.10, -3.91], [-0.81, -1.51, -4.63], [0.77, 2.79, 2.19], [-0.67, 2.51, 2.63], [-1.71, 2.87, 1.57], [-0.83, 1.10, 3.19], [-1.28, 0.95, 4.49], [-1.24, -0.28, 5.13], [-0.69, -1.37, 4.47], [-0.24, -1.26, 3.15], [0.48, -2.45, 2.54], [1.77, -2.78, 3.30], [-0.44, -3.67, 2.47], [-0.49, -0.05, 2.45], [-0.50, -0.03, 1.10], [1.06, 2.15, 1.35], [1.46, 2.58, 3.01], [0.89, 3.85, 1.91], [-0.87, 3.18, 3.48], [-1.64, 2.22, 0.68], [-2.72, 2.74, 1.98], [-1.60, 3.91, 1.24], [-1.64, 1.84, 5.02], [-1.59, -0.38, 6.16], [-0.58, -2.33, 4.98], [0.77, -2.17, 1.52], [1.57, -2.97, 4.36], [2.24, -3.67, 2.86], [2.47, -1.94, 3.22], [-1.34, -3.44, 1.89], [0.08, -4.51, 1.99], [-0.75, -3.98, 3.48]],
  "multiplicity": 1,
  "total_charge": 2,
  "homo_lumo_gap_ev": [7.5, 5.3]
}


Number 1: energy -5449.9807 Eh. Number 2: energy -2544.7619 Eh. Number 3: energy -1872.1396 Eh.